Entry 1:
Molecular formula: C10H24MgNO2P
Method: DFT, ωB97M-V/def2-TZVPD

Geometry (Å):
H1 0.74268 4.31800 2.40732
O1 0.21512 -4.29699 -0.16841
C1 0.66750 -0.84293 -1.70017
H2 2.17286 -3.20091 -2.61548
Mg1 -2.33377 2.03959 -1.53595
C2 -1.26303 4.95163 2.71135
H3 -2.85386 2.01318 2.81376
H4 2.73666 -1.20674 -1.44543
H5 1.90152 -5.53431 -0.07704
H6 2.56096 -3.64894 -0.98988
C3 -0.94146 1.11725 -0.00614
C4 1.02866 0.64582 -1.66444
P1 -1.53285 2.52265 1.05015
H7 -0.98623 5.74479 3.39551
H8 1.80025 -1.63418 -0.03456
H9 -0.40774 0.35640 0.54951
C5 -0.17585 3.91749 2.80778
H10 -0.24664 -1.06653 -1.15722
C6 -0.08946 1.58839 -1.26111
H11 -1.33798 5.41309 1.73423
H12 -1.88297 0.61598 -0.35920
H13 -3.73770 2.46372 1.49467
C7 1.81267 -1.67397 -1.12024
H14 0.00516 3.69497 3.84835
H15 0.48748 -4.67652 -2.16589
H16 -2.22341 4.59469 3.06203
H17 0.35450 2.54499 -1.00610
H18 0.70420 -5.72402 1.17945
H19 1.34015 0.92868 -2.66349
O2 -0.44837 2.61669 2.17094
H20 0.51413 -1.17060 -2.72219
H21 1.88123 0.84573 -1.03031
C8 0.83233 -5.53313 0.12409
C9 1.83062 -3.12030 -1.58910
N1 -2.92151 1.94470 1.79902
H22 -0.74394 1.83394 -2.16439
H23 0.38203 -6.35345 -0.43270
H24 -0.33827 -3.19674 -1.76191
C10 0.49433 -3.83209 -1.47679

Its total charge is +2. As for the LUMO energy: -10.43 eV. Its spin multiplicity is 1.

---

Entry 2:
Molecular formula: C10H24N2O3
Method: DFT, ωB97M-V/def2-TZVPD

Geometry (Å):
O1 2.66272 1.28532 1.65552
O2 -2.83397 1.93215 -1.50337
H1 -3.35999 1.71755 1.09074
H2 2.54162 -1.08956 -0.95397
C1 1.82298 0.17918 1.42423
C2 -0.86049 2.15728 -0.11142
H3 -0.29689 2.46464 -1.00568
O3 -0.00817 1.55983 0.83309
H4 -5.31288 -2.33846 0.82073
C3 2.68087 -1.05899 1.07557
H5 2.05519 -1.94694 1.20469
C4 0.79603 0.50781 0.33402
C5 -2.03916 1.26634 -0.54792
H6 5.06166 -0.24994 0.24418
H7 -2.20257 0.42036 1.43322
H8 -1.65726 0.38626 -1.07519
H9 4.14383 -0.26521 -2.67751
H10 -1.25121 3.05306 0.38292
N1 -3.90365 -0.14294 0.38759
C6 -2.87214 0.82805 0.67262
C7 -3.43831 -1.50238 0.18224
H11 -2.88898 -1.79698 1.08234
H12 5.71669 0.27874 -2.08750
H13 -4.29530 -3.46095 -0.09451
H14 1.26012 -0.04870 2.34510
H15 -3.25553 2.69033 -1.08056
C8 -4.62929 -2.42950 -0.01860
C9 4.89213 -0.40362 -1.89924
H16 -5.16369 -2.16918 -0.92961
H17 -2.75366 -1.60271 -0.67813
H18 0.19453 -0.38353 0.11147
N2 3.26301 -1.12519 -0.24080
H19 3.49644 -1.09814 1.80178
H20 2.09293 2.05420 1.78105
C10 4.29267 -0.13911 -0.52478
H21 -4.43438 0.16170 -0.42469
H22 3.92200 0.89543 -0.47313
H23 5.25834 -1.42513 -1.95329
H24 1.30377 0.83891 -0.58322

The SMILES is CCNC[C@@H](O)COC[C@H](O)CNCC. The energy relative to the best compared isomer or geometry (same formula, charge and spin) is 0.212 eV. As for the LUMO energy: 0.73 eV. Its spin multiplicity is 1.

---

Entry 3:
Molecular formula: C10H24N2P
Method: DFT, ωB97M-V/def2-TZVPD

Geometry (Å):
C1 2.55194 1.24547 -2.06387
H1 1.18578 1.25720 2.42852
H2 -1.09288 0.91472 -2.13714
C2 0.25994 3.19251 1.48029
H3 2.96181 1.48038 -2.97232
H4 -2.33160 -3.45851 1.72942
H5 -2.87313 -1.31915 0.33503
C3 0.57627 -1.45428 1.47940
N1 0.47810 -0.57780 0.29493
C4 -0.76679 -1.99572 2.03267
H6 -1.36828 -1.11955 2.36757
H7 -3.02073 -3.07822 -0.27185
H8 -1.58995 -2.13429 -2.12610
H9 0.44370 3.62103 2.48705
H10 1.11771 -0.91116 2.17910
H11 -0.83964 3.00521 1.23366
H12 -0.96490 -3.68287 0.83360
H13 -0.51584 1.26385 -0.39158
C5 -2.25417 -2.19148 0.05835
H14 0.61255 3.86511 0.71823
H15 0.62456 -1.01525 -1.85110
H16 3.18460 0.42076 -1.65289
H17 1.40435 -0.34993 0.09374
H18 -0.44125 -2.36956 3.02976
C6 -0.10803 -1.25473 -0.98673
H19 2.66398 2.10750 -1.35515
H20 -1.01971 0.89612 1.23031
C7 0.92023 1.74641 1.37495
H21 1.72537 1.83942 0.67616
H22 -0.55107 2.84447 -3.02639
P1 -0.02422 1.43123 -2.80961
H23 1.12822 -2.32799 1.09927
C8 -1.34330 -1.79627 -1.06253
N2 1.21108 0.84964 -2.05157
C9 -1.55393 -2.90151 1.19968
H24 -0.24521 1.13084 -4.16583
C10 -0.14558 0.82640 0.56297

Its total charge is +1. The energy relative to the best compared isomer or geometry (same formula, charge and spin) is 5.346 eV. As for the LUMO energy: -2.38 eV. Its spin multiplicity is 1.

---

Entry 4:
Molecular formula: C10H24N4O2Se2Sr
Method: DFT, ωB97M-V/def2-TZVPD

Geometry (Å):
H1 -3.75405 2.24575 -3.25894
H2 -0.10806 0.70943 -4.01983
H3 1.18927 -4.37800 1.04686
H4 1.98853 1.78855 -2.39171
Se1 1.85389 -2.08252 4.60019
O1 1.37568 -0.91579 -0.42441
H5 -0.51444 2.63948 0.44503
H6 1.24452 -4.29716 3.67434
C1 1.66533 0.30627 -0.24940
H7 -0.16090 0.89678 -1.12613
H8 -1.90337 -0.69524 -3.82948
N1 -0.67273 1.52592 -3.85267
H9 -0.63487 3.56702 -4.28847
C2 -1.96392 1.33481 -3.61446
C3 0.17483 -4.09101 0.78105
C4 0.43461 3.30296 -2.42148
O2 2.69649 0.66624 0.41604
H10 -0.18204 -0.57287 4.89950
H11 0.94615 4.25115 -2.59140
H12 -1.24355 -4.11696 3.36111
C5 0.61628 -0.91821 5.54574
N2 0.25999 2.00124 0.57842
H13 0.88011 2.73963 -4.44779
C6 0.70262 1.39354 -0.68158
C7 0.00708 2.82990 -3.80519
C8 1.37951 2.35335 -1.67418
H14 0.39668 -4.00577 5.17743
C9 0.64229 -3.56728 4.21198
H15 -3.46806 -0.04943 -3.54358
H16 -0.44092 3.54267 -1.80837
N3 -2.47676 0.10232 -3.61767
H17 1.02291 2.53181 0.98418
H18 -2.42418 3.31354 -3.44029
Sr1 2.39355 -1.16047 1.60215
H19 2.09020 2.94694 -1.09773
H20 0.22194 -1.46180 6.39785
Se2 -0.42156 -2.46783 1.68864
H21 -0.50612 -4.89941 1.03202
H22 0.12231 -3.89253 -0.28481
H23 -1.23162 -2.49501 4.01780
H24 1.19771 -0.07179 5.89852
C10 -0.63402 -3.22122 3.47307
N4 -2.76131 2.37103 -3.36233

Its total charge is +2. The energy relative to the best compared isomer or geometry (same formula, charge and spin) is 0.000 eV. As for the LUMO energy: -5.29 eV. Its spin multiplicity is 1.

---

Entry 5:
Molecular formula: C10H25BiI2O2P2
Method: DFT, ωB97M-V/def2-TZVPD

Geometry (Å):
H1 -1.90014 -2.41836 -2.62761
C1 1.32788 2.61127 1.82501
P1 -0.22368 -2.51352 -0.86690
H2 1.84706 -3.63388 -1.44751
H3 -2.63735 -1.02316 2.82142
H4 -1.10825 3.41714 -0.01325
H5 -2.79545 0.70648 0.32334
C2 2.45814 -0.49042 -1.03551
H6 0.92822 -3.14108 -2.90135
H7 2.79757 4.10600 -0.37936
C3 -1.89172 -2.74870 -1.57772
H8 -3.42255 1.92615 2.39732
C4 -0.11186 3.67488 -0.41048
H9 0.39550 -4.56877 -1.95087
H10 0.19756 4.64868 -0.00049
I1 6.47369 -1.27093 -2.79387
H11 3.53482 2.46659 -0.33962
H12 2.24770 2.10657 2.15669
H13 -0.88671 -2.75453 1.47829
H14 -2.03430 1.20295 3.22576
C5 0.83961 -3.56158 -1.88706
H15 0.47879 2.17342 2.37450
C6 -0.32272 -3.35090 0.74282
H16 -2.15528 -3.81691 -1.53808
H17 -1.75341 2.40269 1.94989
H18 1.40649 3.68169 2.07095
Bi1 0.07348 0.14709 -0.92493
H19 0.69134 -3.51209 1.13865
H20 -0.19081 3.75788 -1.50501
H21 -2.65482 -2.16912 -1.03051
C7 2.67099 3.05486 -0.68674
H22 -0.81065 -4.33056 0.61906
H23 2.62925 3.00286 -1.78602
H24 -4.12321 -0.64978 1.93026
C8 -2.31468 0.40448 1.27251
O1 -0.94328 0.07707 1.02485
P2 1.13858 2.41627 0.02860
C9 -2.39542 1.56565 2.25029
O2 3.22689 -0.54625 -1.88262
I2 5.22925 -0.52386 -5.06368
H25 -2.87323 -1.70921 1.20159
C10 -3.04327 -0.81707 1.81735

Its total charge is +2. The energy relative to the best compared isomer or geometry (same formula, charge and spin) is 0.000 eV. As for the LUMO energy: -8.61 eV. Its spin multiplicity is 1.

---

Entry 6:
Molecular formula: C10H25ClO5PRu
Method: DFT, ωB97M-V/def2-TZVPD

Geometry (Å):
C1 -1.52132 0.26511 3.38743
H1 -2.46467 0.45954 5.29842
P1 -0.00674 -0.53186 2.88804
Ru1 0.30130 -0.23562 0.44586
H2 -3.50688 0.81530 2.88106
Cl1 0.34855 2.46180 -0.06707
H3 -0.93369 -3.88225 1.57804
H4 0.25346 -4.14340 3.79679
H5 0.13717 -1.55795 -1.79595
H6 2.37833 -1.97836 -0.01964
H7 -3.23902 -0.92568 2.78575
O1 1.33200 1.49064 -0.63470
O2 -0.15256 3.36365 -0.97309
H8 1.85888 -1.11951 -2.16281
H9 0.99702 -2.52716 2.15326
C2 -1.75999 -0.24654 4.85323
H10 -1.23799 1.32663 3.39618
H11 1.35626 1.36328 3.08802
H12 2.94095 -1.28993 2.99132
C3 1.50066 0.31726 3.38718
O3 1.43912 -1.80427 -0.20870
C4 1.65771 0.30384 4.93863
H13 -0.88411 -0.27490 5.49908
H14 -2.05370 -2.81845 2.44881
H15 1.75248 -0.70702 5.33237
C5 0.17955 -3.08378 4.04591
H16 -2.22854 -1.22743 4.82469
H17 -1.34468 -2.30017 0.93752
H18 0.85227 0.83756 5.43634
H19 -2.66833 0.14868 1.49043
H20 2.58023 0.84987 5.14315
C6 -1.13149 -2.85073 1.87113
C7 -2.79975 0.04488 2.56906
H21 1.28414 -2.85380 -2.05407
C8 2.73727 -0.26076 2.69329
H22 -0.69982 -2.93218 4.66425
H23 2.68099 -0.19559 1.59538
C9 1.19476 -1.83407 -1.68370
H24 1.07750 -2.80900 4.59725
C10 0.06248 -2.32861 2.68512
H25 3.60019 0.35037 2.96274
O4 -0.80807 1.26499 0.22796
O5 0.72123 2.90638 1.20000

Its total charge is +3. As for the LUMO energy (alpha / beta): -13.66 / -14.93 eV. Its spin multiplicity is 5. The expectation value of S² is 6.013.

---

| no. | maximum force (hartree/bohr) |
| --- | --- |
| 1 | 0.03925 |
| 2 | 0.01572 |
| 3 | 0.07739 |
| 4 | 0.05730 |
| 5 | 0.08678 |
| 6 | 0.02569 |